DFT (ωB97M-V with the def2-TZVPD basis set) results for one molecule with the formula CH2O3P2 in a non-equilibrium geometry.

```
8
Properties=species:S:1:pos:R:3:nbo_charge:R:1
C 0.216 0.016 -0.091 -1.138
O 3.104 -1.183 -0.940 -1.038
O 2.602 0.479 0.913 -1.056
O 1.779 2.475 -0.485 -0.963
P 2.313 -1.265 0.236 1.527
P 1.510 1.204 0.144 2.174
H -0.546 0.415 -0.698 0.249
H -0.323 -0.006 0.801 0.246
```

HOMO level	-10.03	eV
relative energy (zero: lowest compared OMol25 entry of this formula, charge and spin)	26.6	kcal/mol
HOMO-LUMO gap	9.592	eV

DFT (ωB97M-V with the def2-TZVPD basis set) results for one molecule with the formula CH2O3P2 in a non-equilibrium geometry.

```
8
Properties=species:S:1:pos:R:3:nbo_charge:R:1
C -2.552 -1.293 -0.125 0.470
O -1.824 -2.059 0.305 -0.401
O -4.141 1.028 -0.623 -1.025
O -1.659 0.474 -0.152 -1.089
P -3.345 0.333 0.357 1.485
P -0.200 0.880 0.531 0.682
H 0.446 0.914 -0.716 -0.049
H 0.211 -0.450 0.765 -0.073
```

HOMO level	-9.46	eV
relative energy (zero: lowest compared OMol25 entry of this formula, charge and spin)	55.3	kcal/mol
HOMO-LUMO gap	8.368	eV

DFT (ωB97M-V with the def2-TZVPD basis set) results for one molecule with the formula CH2O3S2 in a non-equilibrium geometry.

```
8
Properties=species:S:1:pos:R:3:nbo_charge:R:1
C -0.270 0.189 0.528 0.210
O -0.209 -1.456 -2.258 -0.837
O 0.002 0.601 -0.809 -0.693
O -0.786 -1.075 0.368 -0.681
S 1.272 0.073 1.478 -0.055
S -0.924 -0.639 -1.391 1.726
H -0.970 0.944 0.970 0.172
H 1.885 1.363 1.114 0.157
```

HOMO level	-9.75	eV
relative energy (zero: lowest compared OMol25 entry of this formula, charge and spin)	30.3	kcal/mol
HOMO-LUMO gap	9.753	eV

DFT (ωB97M-V with the def2-TZVPD basis set) results for a 2-piece molecular cluster, CH2O4Si overall in a non-equilibrium geometry.

```
8
Properties=species:S:1:pos:R:3:nbo_charge:R:1
O -0.260 0.655 -1.367 -1.184
Si 0.382 -0.705 -1.085 1.999
O 1.193 -1.184 0.273 -1.127
H 0.200 -1.990 -1.750 -0.221
H 1.677 -0.774 1.008 0.539
O -2.099 0.865 0.930 -0.524
C -1.064 1.341 0.950 1.040
O -0.030 1.793 1.041 -0.521
```

HOMO level	-11.03	eV
relative energy (zero: lowest compared OMol25 entry of this formula, charge and spin)	7.0	kcal/mol
HOMO-LUMO gap	10.986	eV
SMILES	O=[SiH]O.O=C=O

DFT (ωB97M-V with the def2-TZVPD basis set) results for a 2-piece molecular cluster, CH2OS overall in a non-equilibrium geometry.

```
5
Properties=species:S:1:pos:R:3:nbo_charge:R:1
H 2.013 -0.273 -0.277 -0.004
H 1.769 -0.706 0.186 0.004
O -0.980 1.760 0.025 -0.452
C -1.166 0.549 0.035 0.624
S -1.637 -1.330 0.031 -0.171
```

HOMO level	-10.21	eV
relative energy (zero: lowest compared OMol25 entry of this formula, charge and spin)	49.1	kcal/mol
HOMO-LUMO gap	9.754	eV
SMILES	[H][H].O=C=S

DFT (ωB97M-V with the def2-TZVPD basis set) results for a 2-piece molecular cluster, CH2OS2 overall in a non-equilibrium geometry.

```
6
Properties=species:S:1:pos:R:3:nbo_charge:R:1
C -0.632 -1.148 0.195 -0.431
S -1.482 0.030 1.029 0.027
H 0.228 -0.728 -0.341 0.210
H -0.830 -2.187 0.308 0.194
O 1.138 1.515 -1.106 -0.683
S 1.577 2.518 -0.085 0.682
```

HOMO level (spin up / spin down)	-8.88 / -8.89	eV
relative energy (zero: lowest compared OMol25 entry of this formula, charge and spin)	72.5	kcal/mol
HOMO-LUMO gap (spin up / spin down)	7.218 / 7.214	eV
SMILES	C=S.O=S

DFT (ωB97M-V with the def2-TZVPD basis set) results for one molecule with the formula CH2OS2 in a non-equilibrium geometry.

```
6
Properties=species:S:1:pos:R:3:nbo_charge:R:1
O -0.187 1.370 -0.057 -0.559
C 0.049 0.149 0.049 0.203
S -1.350 -0.936 -0.033 -0.012
S 1.527 -0.791 -0.037 0.061
H -2.347 -0.021 0.028 0.163
H 2.309 0.230 0.050 0.143
```

HOMO level	-10.05	eV
relative energy (zero: lowest compared OMol25 entry of this formula, charge and spin)	7.9	kcal/mol
HOMO-LUMO gap	10.507	eV
SMILES	O=C(S)S

DFT (ωB97M-V with the def2-TZVPD basis set) results for CH2P2S3 as an isolated structure in a non-equilibrium geometry.

```
8
Properties=species:S:1:pos:R:3:nbo_charge:R:1
C -0.281 -0.351 -1.002 -0.939
P 0.990 -1.019 0.265 0.606
P -0.133 1.398 -0.304 0.612
S 1.818 1.027 0.417 -0.313
S -0.060 -1.165 1.948 -0.215
S -1.249 1.189 1.483 -0.259
H 0.142 -0.407 -2.008 0.258
H -1.228 -0.672 -0.799 0.249
```

HOMO level	-9.31	eV
relative energy (zero: lowest compared OMol25 entry of this formula, charge and spin)	15.5	kcal/mol
HOMO-LUMO gap	7.250	eV

DFT (ωB97M-V with the def2-TZVPD basis set) results for one molecule with the formula CH2S in a non-equilibrium geometry.

```
4
Properties=species:S:1:pos:R:3:nbo_charge:R:1
C 1.011 -0.018 -0.012 -0.482
S -0.577 -0.007 0.001 0.102
H 1.743 -0.795 0.029 0.194
H 1.415 1.013 0.022 0.185
```

HOMO level	-8.87	eV
relative energy (zero: lowest compared OMol25 entry of this formula, charge and spin)	2.8	kcal/mol
HOMO-LUMO gap	8.519	eV
SMILES	C=S

DFT (ωB97M-V with the def2-TZVPD basis set) results for one molecule with the formula CH2S2 in a non-equilibrium geometry.

```
5
Properties=species:S:1:pos:R:3:nbo_charge:R:1
S 1.855 -0.298 -0.013 0.073
C 0.404 0.472 0.058 -0.444
S -1.355 -0.207 -0.014 0.004
H 0.172 1.620 -0.096 0.216
H -1.076 -1.586 0.065 0.152
```

HOMO level	-9.13	eV
relative energy (zero: lowest compared OMol25 entry of this formula, charge and spin)	11.8	kcal/mol
HOMO-LUMO gap	8.507	eV
SMILES	S=CS

DFT (ωB97M-V with the def2-TZVPD basis set) results for CH2S3 as an isolated structure in a non-equilibrium geometry.

```
6
Properties=species:S:1:pos:R:3:nbo_charge:R:1
C 0.525 0.010 0.302 -0.657
S -0.348 1.366 -0.551 0.115
S -0.341 -1.395 -0.562 0.099
S -1.922 0.004 -0.433 -0.022
H 1.532 0.025 -0.169 0.229
H 0.555 -0.009 1.414 0.235
```

HOMO level	-8.41	eV
relative energy (zero: lowest compared OMol25 entry of this formula, charge and spin)	17.6	kcal/mol
HOMO-LUMO gap	8.086	eV

DFT (ωB97M-V with the def2-TZVPD basis set) results for a 2-piece molecular cluster, CH2S3 overall.

```
6
Properties=species:S:1:pos:R:3:nbo_charge:R:1
C 1.508 -0.149 0.144 -0.364
S 1.412 -1.697 0.088 0.166
S -1.324 0.277 -0.699 -0.273
S 1.811 1.372 0.218 0.185
H -1.594 -0.839 -0.027 0.144
H -1.814 1.036 0.276 0.142
```

HOMO level	-9.50	eV
relative energy (zero: lowest compared OMol25 entry of this formula, charge and spin)	5.1	kcal/mol
HOMO-LUMO gap	9.378	eV

DFT (ωB97M-V with the def2-TZVPD basis set) results for a 16-piece molecular cluster, CH31O18 overall in a non-equilibrium geometry.

```
50
Properties=species:S:1:pos:R:3:nbo_charge:R:1
C 0.076 0.336 0.367 0.998
O 1.227 -0.017 0.747 -0.812
O -0.542 -0.292 -0.716 -0.793
O -0.547 1.356 0.790 -0.799
H -0.035 -1.041 -1.032 0.499
O -2.686 -2.415 -0.968 -0.966
H -3.262 -2.036 -0.282 0.483
H -2.088 -1.752 -1.301 0.499
O -2.396 0.410 -2.871 -0.945
H -2.219 0.369 -3.800 0.471
H -3.254 -0.030 -2.713 0.498
O -2.220 2.241 -1.003 -0.999
H -2.242 1.613 -1.723 0.461
H -1.505 1.888 -0.488 0.481
O -0.987 2.044 3.734 -0.963
H -0.175 1.983 3.203 0.489
H -1.599 2.414 3.113 0.466
O 1.875 -0.694 3.250 -0.964
H 1.420 -1.519 3.425 0.454
H 1.498 -0.427 2.400 0.487
O 1.334 -2.244 -0.888 -0.958
H 1.668 -2.124 -1.758 0.476
H 1.436 -1.412 -0.436 0.499
O 0.774 3.151 -1.161 -0.932
H 0.403 2.993 -2.001 0.458
H 0.702 2.302 -0.716 0.474
O -1.777 -0.484 2.336 -0.952
H -1.283 0.272 1.971 0.487
H -2.532 -0.489 1.762 0.443
O -0.596 -3.933 -0.056 -0.998
H 0.019 -3.397 -0.561 0.480
H -1.426 -3.562 -0.364 0.480
O 2.441 -2.884 1.769 -0.933
H 2.403 -3.813 1.713 0.467
H 1.511 -2.721 1.784 0.477
O -0.623 4.077 1.092 -0.973
H -0.738 4.118 0.131 0.477
H -0.206 3.209 1.208 0.486
O 1.581 2.677 2.690 -0.945
H 2.079 2.253 3.439 0.481
H 2.216 2.520 1.991 0.475
O -0.497 -1.957 -3.378 -0.932
H -1.181 -1.649 -3.928 0.454
H 0.181 -1.370 -3.619 0.476
O 0.715 0.674 -3.158 -0.954
H -0.013 0.502 -2.616 0.488
H 0.359 1.313 -3.843 0.465
O 3.932 -0.749 0.729 -0.984
H 3.567 -1.527 1.148 0.494
H 3.194 -0.174 0.598 0.476
```

HOMO level	-7.09	eV
relative energy (zero: lowest compared OMol25 entry of this formula, charge and spin)	26.4	kcal/mol
HOMO-LUMO gap	8.524	eV
net charge	-1

DFT (ωB97M-V with the def2-TZVPD basis set) results for CH34O15S2 as an isolated structure in a non-equilibrium geometry.

```
52
Properties=species:S:1:pos:R:3:mulliken_spin:R:1
C -0.155 0.089 -1.047 0.017
S -1.285 0.755 -2.217 0.737
S -0.929 2.792 -2.553 0.165
H -0.592 0.167 0.004 0.032
H 0.793 0.659 -1.062 0.013
H 0.033 -0.944 -1.206 -0.003
H -1.439 3.214 -1.397 0.028
H -1.246 2.373 1.812 0.000
H -2.574 2.498 1.209 0.000
O -1.773 2.989 1.306 0.000
H -1.006 1.479 3.234 0.000
H -0.734 0.432 2.070 0.003
O -1.160 1.247 2.313 0.001
H 2.002 -2.868 0.010 0.000
H 2.294 -1.456 -0.281 -0.001
O 1.524 -2.048 -0.134 0.001
H -1.658 -1.767 -3.239 0.000
H -0.699 -2.829 -3.033 0.000
O -1.593 -2.575 -2.753 0.000
H 1.722 1.032 -3.580 0.001
H 1.811 -0.108 -2.618 -0.001
O 2.361 0.616 -2.969 0.002
H 0.351 -2.733 1.322 0.000
H -1.103 -2.896 0.868 0.000
O -0.403 -3.277 1.401 0.000
H -2.435 -2.866 -1.457 0.000
H -2.735 -3.868 -0.278 0.000
O -2.792 -2.964 -0.548 0.000
H 1.210 3.430 2.868 0.000
H 0.987 1.887 3.089 0.000
O 1.103 2.584 2.445 0.000
H -3.162 -0.138 0.804 0.000
H -3.140 -1.588 0.362 0.000
O -2.629 -0.902 0.914 0.000
H 2.398 0.423 2.254 0.000
H 2.469 -0.706 1.458 0.001
O 2.532 -0.540 2.383 0.000
H 1.541 -3.271 -3.179 0.000
H 1.291 -2.532 -1.832 0.001
O 1.079 -2.541 -2.767 0.001
H 0.099 -0.225 4.126 0.000
H 1.244 0.638 4.666 0.000
O 0.333 0.763 4.389 0.000
H 3.038 0.876 -0.622 0.001
H 4.128 -0.344 -0.534 0.000
O 3.288 0.025 -0.220 0.001
H 2.108 3.413 -0.238 0.000
H 2.002 2.221 0.819 0.001
O 2.490 2.540 0.025 0.000
H -0.609 -2.373 3.360 0.000
H -1.396 -1.205 4.013 0.000
O -0.564 -1.655 4.056 0.000
```

HOMO level (spin up / spin down)	-13.13 / -13.13	eV
<S²>	0.754
HOMO-LUMO gap (spin up / spin down)	8.352 / 4.761	eV
net charge	+1
2S+1	2

DFT (ωB97M-V with the def2-TZVPD basis set) results for a 17-piece molecular cluster, CH35O17 overall in a non-equilibrium geometry.

```
53
Properties=species:S:1:pos:R:3:nbo_charge:R:1
C 0.137 -0.384 0.101 -0.283
O -0.639 0.653 0.591 -1.035
H 1.195 -0.268 0.320 0.161
H 0.164 -0.292 -1.017 0.154
H -0.326 -1.254 0.477 0.143
O -3.055 0.481 -0.266 -1.021
H -2.096 0.398 0.012 0.496
H -3.317 1.336 0.060 0.467
O 3.470 -1.344 0.856 -0.939
H 3.838 -1.316 -0.018 0.480
H 2.930 -2.172 0.792 0.461
O -1.668 0.630 -2.792 -0.950
H -1.909 0.685 -1.891 0.508
H -2.500 0.806 -3.242 0.479
O 1.470 -1.624 2.963 -0.960
H 1.391 -0.856 2.431 0.480
H 2.289 -2.034 2.636 0.480
O -0.966 2.124 3.421 -0.961
H -1.699 2.550 3.871 0.458
H -1.262 1.308 3.054 0.494
O -0.272 -3.378 -1.179 -0.964
H -0.904 -2.666 -1.362 0.492
H 0.231 -3.160 -0.424 0.460
O 0.044 -1.248 -3.440 -0.963
H -0.051 -1.604 -2.587 0.460
H -0.574 -0.513 -3.456 0.478
O 1.521 1.759 -3.317 -0.992
H 0.730 1.830 -2.741 0.522
H 2.292 2.140 -2.908 0.482
O -1.267 -0.767 2.805 -0.994
H -1.157 -0.581 1.833 0.506
H -0.386 -0.964 3.072 0.482
O 1.584 1.497 2.175 -0.985
H 1.389 1.367 3.073 0.478
H 0.889 1.148 1.633 0.496
O -1.398 -3.517 2.631 -0.961
H -1.402 -3.671 3.563 0.453
H -1.651 -2.602 2.541 0.490
O -2.001 3.043 1.049 -0.973
H -2.740 2.761 1.619 0.446
H -1.439 2.235 0.963 0.512
O -0.111 2.790 -1.215 -0.972
H -0.072 2.248 -0.476 0.491
H 0.043 3.719 -0.949 0.478
O 2.771 -0.438 -2.156 -0.983
H 2.249 0.132 -2.688 0.518
H 3.723 -0.414 -2.370 0.469
O -2.411 -1.882 -2.096 -0.972
H -3.185 -2.207 -2.533 0.477
H -2.242 -0.978 -2.308 0.482
O 2.892 1.783 -0.559 -1.002
H 2.744 1.810 0.351 0.488
H 2.713 0.899 -0.905 0.487
```

HOMO level	-6.02	eV
relative energy (zero: lowest compared OMol25 entry of this formula, charge and spin)	21.3	kcal/mol
HOMO-LUMO gap	8.701	eV
net charge	-1

DFT (ωB97M-V with the def2-TZVPD basis set) results for CH3BBr2 as an isolated structure in a non-equilibrium geometry.

```
7
Properties=species:S:1:pos:R:3:nbo_charge:R:1
B 1.042 -0.121 0.546 0.245
C -0.558 -0.252 -0.518 -0.539
Br -2.358 -0.542 0.055 0.064
Br -0.239 1.712 0.054 0.098
H 1.841 0.073 -0.157 -0.068
H 0.866 -0.311 1.652 -0.042
H -0.595 -0.559 -1.631 0.243
```

HOMO level	-9.61	eV
relative energy (zero: lowest compared OMol25 entry of this formula, charge and spin)	60.9	kcal/mol
HOMO-LUMO gap	9.697	eV

DFT (ωB97M-V with the def2-TZVPD basis set) results for a 2-piece molecular cluster, CH3BF2O2 overall in a non-equilibrium geometry.

```
9
Properties=species:S:1:pos:R:3:nbo_charge:R:1
B -0.109 0.057 -0.417 1.027
C 0.342 -0.208 1.106 0.361
O -1.425 0.115 -0.668 -0.870
O 0.886 0.272 -1.291 -0.867
F 1.663 -0.374 1.290 -0.346
F -0.050 0.764 1.953 -0.350
H -0.257 -1.465 1.776 0.054
H -1.720 0.338 -1.553 0.496
H 0.670 0.501 -2.196 0.495
```

HOMO level	-10.34	eV
relative energy (zero: lowest compared OMol25 entry of this formula, charge and spin)	35.0	kcal/mol
HOMO-LUMO gap	10.355	eV

DFT (ωB97M-V with the def2-TZVPD basis set) results for CH3BGdNOS as an isolated structure in a non-equilibrium geometry.

```
9
Properties=species:S:1:pos:R:3:mulliken_spin:R:1
O 1.920 0.236 -0.125 0.021
C 0.906 0.730 0.394 -0.157
N -0.175 1.054 0.774 0.015
B -1.360 0.419 -0.063 0.022
S -1.405 -1.448 -0.154 0.770
H -2.379 0.875 0.362 0.077
H -1.233 0.813 -1.201 0.125
H -0.199 -1.969 0.270 -0.008
Gd 3.925 -0.710 -0.257 6.136
```

HOMO level (spin up / spin down)	-17.35 / -18.14	eV
<S²>	15.773
HOMO-LUMO gap (spin up / spin down)	7.344 / 7.885	eV
net charge	+2
2S+1	8

DFT (ωB97M-V with the def2-TZVPD basis set) results for a 2-piece molecular cluster, CH3Br2N overall in a non-equilibrium geometry.

```
7
Properties=species:S:1:pos:R:3:nbo_charge:R:1
C -0.652 0.158 -0.093 -0.461
N 0.168 -0.733 -0.719 -0.309
Br 2.126 1.466 0.320 -0.492
Br 0.646 -2.239 -0.113 0.479
H -1.396 -0.259 0.727 0.226
H 0.128 0.764 0.595 0.319
H -1.019 0.844 -0.717 0.237
```

HOMO level (spin up / spin down)	-9.06 / -9.05	eV
relative energy (zero: lowest compared OMol25 entry of this formula, charge and spin)	76.9	kcal/mol
HOMO-LUMO gap (spin up / spin down)	5.850 / 5.845	eV

DFT (ωB97M-V with the def2-TZVPD basis set) results for one molecule with the formula CH3Br2OP in a non-equilibrium geometry.

```
8
Properties=species:S:1:pos:R:3:nbo_charge:R:1
O 0.022 0.461 -0.500 -0.696
C 0.070 -0.588 0.502 -0.316
P -1.277 -1.962 1.330 0.576
Br -3.124 -0.793 0.919 -0.207
Br -0.892 -1.343 3.431 -0.205
H -0.054 0.057 -1.374 0.466
H -0.046 0.105 1.391 0.199
H 1.068 -1.017 0.470 0.184
```

HOMO level	-9.39	eV
relative energy (zero: lowest compared OMol25 entry of this formula, charge and spin)	52.0	kcal/mol
HOMO-LUMO gap	9.399	eV
SMILES	OCP(Br)Br

no.,E_tot (eV)
1,-25789.18384
2,-25787.93883
3,-28880.13283
4,-17138.70136
5,-13949.54326
6,-24784.13143
7,-24786.93234
8,-52153.03019
9,-11903.35356
10,-22738.62483
11,-33574.07162
12,-33574.61285
13,-38398.71970
14,-53962.77710
15,-36414.48498
16,-141844.41440
17,-11293.02264
18,-36946.88013
19,-142655.95802
20,-152506.59434